[1]
4 unconnected molecules or ions with the total composition C20H52FNO15P3 in a non-equilibrium geometry, computed with ωB97M-V/def2-TZVPD.

Each line ends with the Mulliken charge.
CARTESIAN COORDINATES (ANGSTROEM)
P1 6.61 5.58 1.74  0.7665
P2 6.13 3.42 2.18  0.2377
P3 2.75 2.62 2.26  0.0278
F1 4.56 0.06 1.17  -0.2682
O1 -5.17 1.12 2.05  -0.3385
O2 -2.76 2.85 1.38  -0.2735
O3 -4.00 -2.83 -0.89  -0.4654
O4 3.88 -4.44 -3.89  -0.3031
O5 7.11 5.87 0.37  -0.7230
O6 -6.16 -0.72 -1.27  -0.3845
O7 7.68 6.13 2.83  -0.5476
O8 4.85 3.60 0.93  -0.5718
O9 3.86 -1.55 -2.88  -0.4483
O10 5.64 1.70 2.35  -0.5165
O11 -3.57 2.09 4.47  -0.2345
O12 1.41 3.13 1.39  -0.3763
O13 -5.21 -2.96 -3.68  -0.3094
O14 5.30 6.46 2.10  -0.5199
O15 4.71 -3.50 -0.71  -0.3463
N1 2.24 0.98 2.40  -0.5473
C1 4.02 2.46 0.88  0.2469
C2 -5.10 -3.60 -1.33  -0.2935
C3 5.05 1.36 1.17  -0.4400
C4 4.91 -2.26 -3.51  -0.2785
C5 -5.05 -4.04 -2.77  -0.5109
C6 3.04 -2.20 -1.92  -0.3939
C7 -4.10 0.47 2.72  -0.0966
C8 -5.12 2.53 1.88  -0.4210
C9 3.71 -2.49 -0.59  0.2678
C10 -3.85 -1.49 -1.34  -0.3729
C11 5.92 -3.19 -0.04  -0.7419
C12 -4.85 -0.51 -0.77  0.2178
C13 -1.85 2.33 0.43  -0.3332
C14 -3.98 0.76 4.20  -0.8734
C15 -4.30 -2.94 -4.76  -0.7732
C16 2.70 -4.89 -4.51  -0.7752
C17 -7.18 -0.68 -0.29  -0.6990
C18 -4.07 3.04 0.90  -0.4705
C19 -4.28 2.74 5.49  -0.8134
C20 4.49 -3.31 -4.50  -0.5210
H1 -3.23 0.07 4.61  0.3710
H2 -4.66 -3.57 -5.58  0.3026
H3 8.18 6.83 2.39  0.3108
H4 5.39 -3.66 -5.02  0.3634
H5 -6.85 -1.12 0.65  0.2971
H6 -4.23 -1.91 -5.11  0.2323
H7 6.16 -2.13 -0.10  0.3173
H8 -3.87 2.51 6.48  0.2927
H9 5.18 3.87 3.15  -0.0092
H10 -4.25 4.12 0.77  0.3998
H11 5.61 -2.67 -2.78  0.0962
H12 -7.50 0.35 -0.10  0.2775
H13 -6.05 -3.12 -1.09  0.0853
H14 -4.94 0.54 4.69  0.3724
H15 -5.05 -4.52 -0.73  0.4031
H16 -5.04 3.05 2.83  0.1243
H17 -5.88 -4.75 -2.94  0.3803
H18 -4.18 3.82 5.32  0.2330
H19 -3.31 -3.28 -4.45  0.3615
H20 7.09 3.02 1.21  -0.0319
H21 -8.03 -1.25 -0.67  0.2824
H22 1.40 4.08 1.53  0.2651
H23 5.78 1.41 0.34  0.2950
H24 5.87 -3.48 1.02  0.3096
H25 5.45 -1.50 -4.08  0.3946
H26 -2.33 1.59 -0.23  0.0485
H27 2.92 -5.57 -5.34  0.3049
H28 -4.21 2.55 -0.07  0.2571
H29 -4.53 0.50 -1.07  0.2422
H30 2.94 -2.86 0.09  0.3807
H31 -4.11 -4.57 -2.96  0.3347
H32 -3.81 -1.44 -2.43  0.1003
H33 6.72 -3.76 -0.52  0.2495
H34 4.12 -1.57 -0.18  -0.2749
H35 2.98 0.50 2.92  0.2260
H36 3.82 -2.86 -5.24  0.3375
H37 -4.33 -0.59 2.63  0.4444
H38 2.12 -5.43 -3.76  0.2346
H39 4.54 6.01 1.71  0.3454
H40 7.10 3.29 3.24  0.0645
H41 -4.84 -0.56 0.31  -0.1758
H42 2.57 -3.09 -2.33  0.1116
H43 -2.87 -1.18 -0.97  0.3897
H44 2.25 -1.48 -1.71  0.4403
H45 -3.15 0.64 2.21  0.1371
H46 -6.09 2.79 1.45  0.4199
H47 -5.35 2.49 5.47  0.3712
H48 -1.04 1.84 0.97  0.1318
H49 -1.41 3.13 -0.18  0.3057
H50 2.09 -4.06 -4.88  0.3584
H51 1.38 0.94 2.93  0.2329
H52 3.51 2.34 -0.09  0.4739

Properties
HOMO-LUMO gap, eV: 6.89
2S+1: 1
Net charge: -1
Energy relative to the best compared isomer or geometry (same formula, charge and spin), eV: 0.401
E_LUMO, hartree: 0.0730



[2]
4 unconnected molecules or ions with the total composition C20H52N7O5 in a non-equilibrium geometry, computed with ωB97M-V/def2-TZVPD.

Each line ends with the Mulliken charge.
CARTESIAN COORDINATES (ANGSTROEM)
O1 -5.29 -1.86 3.52  -0.3824
O2 -0.62 -2.14 2.99  -0.2642
O3 4.42 0.22 -3.26  -0.2591
O4 -0.92 2.80 -3.66  -0.4046
O5 -1.03 2.17 -2.41  -0.1035
N1 3.74 1.26 -5.85  -0.7004
N2 1.15 3.13 -0.13  0.5601
N3 4.36 2.39 -0.24  -0.4748
N4 -1.40 3.06 -0.19  0.1566
N5 -7.86 -0.79 2.81  -0.7276
N6 -0.18 5.07 0.00  -0.2365
N7 0.46 -4.24 1.35  -0.7130
C1 -5.74 -1.95 2.18  -0.6393
C2 -1.87 2.98 -1.58  -0.6751
C3 -7.98 -3.19 2.40  -1.3997
C4 4.49 3.76 -0.74  -0.6340
C5 5.13 0.95 -5.53  0.2915
C6 3.13 4.51 -1.09  -0.7556
C7 0.19 -5.19 3.57  -1.4103
C8 -1.65 -2.55 3.88  -0.6021
C9 -5.33 -3.09 4.24  -0.7446
C10 -0.13 3.72 -0.09  -0.0544
C11 5.39 0.94 -4.01  -0.5669
C12 1.13 1.66 0.06  -0.4954
C13 4.64 -1.18 -3.22  -0.7787
C14 1.89 3.56 -1.36  -0.7060
C15 -1.46 1.76 0.53  -0.7065
C16 0.88 -4.11 2.75  0.3338
C17 0.66 -2.68 3.28  -0.7772
C18 -7.28 -1.89 2.02  0.3531
C19 5.51 -0.36 -6.22  -1.4190
C20 -0.07 1.18 0.96  -0.5673
H1 -2.01 0.99 -0.07  0.4150
H2 4.96 4.35 0.11  0.3478
H3 -7.47 -4.05 1.97  0.3456
H4 -0.50 -3.88 1.29  0.3214
H5 -0.08 0.06 0.90  0.2349
H6 5.70 -1.44 -3.22  0.3547
H7 1.17 4.17 -1.98  0.3835
H8 4.19 -1.57 -2.30  0.2240
H9 4.78 -1.15 -6.05  0.2860
H10 0.12 1.46 2.03  0.2904
H11 6.40 0.60 -3.78  0.4332
H12 -6.30 -3.20 4.73  0.2769
H13 1.38 -2.02 2.78  0.2924
H14 -1.28 -2.68 4.90  0.3833
H15 -7.49 -1.70 0.97  0.4171
H16 3.89 1.77 -0.90  0.1631
H17 1.13 1.11 -0.92  0.3361
H18 2.82 5.27 -0.33  0.3031
H19 2.06 1.34 0.60  0.3364
H20 -2.08 1.92 1.46  0.2929
H21 3.15 0.64 -5.30  0.3298
H22 0.22 5.68 -0.72  0.2615
H23 0.99 -3.59 0.78  0.2374
H24 -4.57 -3.04 5.03  0.2670
H25 2.22 2.70 -1.99  0.4591
H26 -2.96 2.70 -1.63  0.3984
H27 -5.13 -3.95 3.60  0.3325
H28 3.99 2.33 0.70  0.2975
H29 1.96 -4.31 2.79  0.4261
H30 -5.33 -2.84 1.69  0.4079
H31 5.58 -0.22 -7.30  0.3662
H32 0.88 -2.62 4.35  0.4265
H33 -7.46 0.09 2.48  0.2614
H34 -0.25 3.49 -3.53  0.3478
H35 -8.05 -3.33 3.48  0.2764
H36 3.52 2.18 -5.48  0.2391
H37 -1.82 4.03 -2.00  0.3724
H38 -2.11 -3.47 3.52  0.1448
H39 0.59 -6.17 3.33  0.3591
H40 4.13 -1.67 -4.06  0.2599
H41 -2.42 -1.77 3.89  0.1957
H42 -5.32 -1.08 1.67  0.2797
H43 -0.63 5.46 0.82  0.2726
H44 5.32 1.98 -3.66  0.1686
H45 -7.51 -0.88 3.76  0.3333
H46 5.77 1.73 -5.97  0.4220
H47 0.34 -5.02 4.64  0.3439
H48 -9.00 -3.19 2.02  0.3512
H49 5.24 3.76 -1.57  0.2393
H50 3.31 5.06 -2.06  0.3362
H51 -0.89 -5.23 3.39  0.3031
H52 6.48 -0.72 -5.87  0.3487

Properties
HOMO-LUMO gap, eV: 5.99
2S+1: 1
Net charge: +1
E_LUMO, hartree: -0.1794



[3]
5 unconnected molecules or ions with the total composition C20H53N7O8 in a non-equilibrium geometry, computed with ωB97M-V/def2-TZVPD.

Each line ends with the Mulliken charge.
CARTESIAN COORDINATES (ANGSTROEM)
O1 -0.34 -5.87 3.67  -0.6134
O2 2.39 -1.95 -3.01  -0.2625
O3 8.83 8.45 5.52  -0.2963
O4 -7.59 -4.03 -1.54  -0.2847
O5 6.90 3.85 3.80  -0.3029
O6 -11.13 -6.53 0.19  -0.4309
O7 -1.25 0.01 0.26  -0.7131
O8 -1.17 1.66 -7.40  -0.4032
N1 7.03 6.85 3.70  -0.2087
N2 0.79 0.31 -4.44  -0.4381
N3 1.81 -6.22 4.12  -0.4420
N4 -9.39 -3.52 0.71  -0.3847
N5 0.87 -0.46 -0.31  -0.3247
N6 1.20 -4.35 3.54  -0.3354
N7 -0.58 -2.01 -0.30  -0.3602
C1 -7.70 -2.70 -0.98  -0.5530
C2 1.47 -0.86 -5.07  -0.6028
C3 -0.36 -0.76 -0.08  0.7684
C4 -11.05 -5.14 -0.42  -0.2070
C5 6.30 3.02 2.89  -0.8550
C6 -0.32 0.57 -5.30  -0.4630
C7 3.63 -2.37 -2.39  -0.8986
C8 7.97 5.88 4.17  -0.4783
C9 0.76 -5.48 3.77  0.6486
C10 -9.14 -2.58 -0.37  -0.7442
C11 7.67 8.95 4.82  -0.4805
C12 -6.46 -4.36 -2.31  -0.8449
C13 -9.86 -6.84 0.73  -0.7373
C14 2.70 -1.41 -4.25  -0.6904
C15 7.97 4.64 3.21  -0.7060
C16 0.02 1.16 -6.72  -0.5806
C17 7.56 8.16 3.47  -0.8507
C18 -1.68 2.82 -6.95  -0.5205
C19 -10.78 -4.05 0.65  -0.7921
C20 8.97 9.03 6.84  -0.7976
H1 8.81 3.95 3.29  0.4106
H2 -6.99 -2.61 -0.15  0.3332
H3 0.24 -2.52 -0.59  0.1294
H4 5.71 3.27 2.00  0.3423
H5 9.72 8.56 7.48  0.2697
H6 -9.71 -7.92 0.72  0.3290
H7 0.50 0.01 -3.52  0.2443
H8 8.48 8.25 2.89  0.2954
H9 2.78 -5.96 4.03  0.1655
H10 -0.93 -0.31 -5.48  0.3888
H11 0.76 1.95 -6.79  0.3802
H12 0.75 -1.65 -4.92  0.3724
H13 -5.91 -3.55 -2.80  0.3150
H14 4.05 -3.28 -2.84  0.3948
H15 9.04 6.11 4.17  0.4057
H16 -10.19 -5.07 -1.09  0.2355
H17 0.62 -3.65 3.10  0.2068
H18 -7.77 -1.93 -1.75  0.4065
H19 9.23 10.09 6.88  0.3023
H20 3.06 -2.27 -4.81  0.3392
H21 -9.79 -2.46 -1.23  0.3695
H22 6.08 6.72 4.01  0.2392
H23 -9.73 -6.41 1.72  0.3405
H24 6.97 2.23 2.56  0.3076
H25 5.50 2.53 3.44  0.2895
H26 3.15 -2.97 -1.61  0.2799
H27 7.93 4.88 2.14  0.3180
H28 -1.12 1.07 -4.74  0.4232
H29 -0.94 3.59 -7.14  0.2519
H30 -6.71 -5.11 -3.06  0.2629
H31 1.52 -1.17 -0.63  0.0949
H32 6.81 8.77 5.47  0.3258
H33 7.56 10.01 4.60  0.4540
H34 6.86 8.76 2.88  0.4054
H35 7.84 5.49 5.18  0.2855
H36 -1.54 -2.34 -0.29  0.2051
H37 1.72 -0.79 -6.13  0.2911
H38 4.30 -1.57 -2.08  0.3465
H39 2.14 -4.14 3.84  0.1620
H40 -8.89 -6.58 0.31  0.2064
H41 -1.91 2.53 -5.92  0.2304
H42 -2.60 3.12 -7.45  0.2146
H43 0.46 0.44 -7.41  0.2822
H44 -5.69 -4.87 -1.73  0.3065
H45 8.04 8.92 7.41  0.3252
H46 3.59 -0.78 -4.21  0.4233
H47 -8.84 -4.31 0.41  0.3157
H48 -9.25 -1.56 0.02  0.4295
H49 1.12 0.45 0.05  0.2005
H50 -11.47 -3.24 0.45  0.3535
H51 -11.92 -4.82 -1.00  0.3428
H52 1.53 -7.11 4.50  0.2042
H53 -11.01 -4.62 1.56  0.4325

Properties
HOMO-LUMO gap, eV: 8.39
2S+1: 1
Net charge: 0
Energy relative to the best compared isomer or geometry (same formula, charge and spin), eV: 6.998
E_LUMO, hartree: 0.0036



no.,HOMO level (eV)
1,-4.90
2,-10.87
3,-8.30